Record 1
DFT (ωB97M-V/def2-TZVPD) results for C8H13NO3 in the gas phase.

Computed properties:
Lowest unoccupied orbital energy (alpha / beta), eV: 0.778 / -2.627
Molecular weight, u: 171.20
Gap between HOMO and LUMO (alpha / beta), eV: 6.025 / 7.049
ΔE to the lowest compared entry with this formula, charge and spin, kJ/mol: 53.7
Energy, Eh: -592.81012

```
! wB97M-V def2-TZVPD RIJCOSX def2/J DEFGRID3
* xyz 0 3
C 0.9247 1.8860 -0.8051
C 0.1202 0.9778 -0.1643
C -0.6998 1.8861 0.5856
C -1.9173 1.5548 1.4417
C -1.4675 -0.6499 -0.9935
C 1.2219 -2.1965 -1.5915
C 1.2188 -0.8974 1.5983
C -0.0045 -0.4917 -0.3653
N -0.3581 3.1504 0.4550
O 0.7261 3.1590 -0.3728
O 0.9531 -0.8653 -1.3619
O 0.1455 -1.2994 0.7803
H 1.8459 1.7157 -1.4594
H -2.3415 0.6886 0.9806
H -1.4738 1.2098 2.4535
H -2.4377 2.5278 1.4654
H -1.8617 -1.1259 -0.1662
H -1.3956 -1.5150 -1.7213
H -1.8496 0.2945 -1.3630
H 2.0464 -2.6693 -0.9294
H 1.5770 -2.2914 -2.5890
H 0.2872 -2.8400 -1.3710
H 1.4639 -1.6857 2.2602
H 0.9799 0.1129 1.9934
H 2.2964 -0.6360 1.2399
*
```

=====

Record 2
DFT (ωB97M-V/def2-TZVPD) results for C8H13NO3S in the gas phase.

Computed properties:
Lowest unoccupied orbital energy, eV: 0.234
Molecular weight, u: 203.26
Gap between HOMO and LUMO, eV: 9.025
ΔE to the lowest compared entry with this formula, charge and spin, kJ/mol: 84.9
Energy, Eh: -991.29059

```
! wB97M-V def2-TZVPD RIJCOSX def2/J DEFGRID3
* xyz 0 1
O -1.6954 -1.1268 1.6645
C -1.8859 -1.1258 0.4454
O -2.8655 -1.9886 -0.0860
C -1.0075 -0.3276 -0.4678
C -1.8611 0.6655 -1.2154
C -2.0301 1.7049 -0.1678
C -0.7696 1.7662 0.7054
N -0.0337 0.5285 0.2324
C 1.2765 0.1719 0.6366
O 1.9728 0.8764 1.3520
C 1.8488 -1.1060 -0.1264
C 3.2300 -1.3532 0.2807
S 4.2986 0.0106 -0.3882
H -3.1785 -1.7912 -0.9691
H -0.5139 -1.0714 -1.0729
H -2.7753 0.1824 -1.6159
H -1.3201 0.9214 -2.1530
H -2.8452 1.5071 0.5100
H -2.4075 2.5962 -0.5851
H -0.1328 2.6415 0.5248
H -0.9360 1.7153 1.7872
H 1.1392 -1.9124 0.2423
H 1.7518 -0.9685 -1.2043
H 3.3770 -1.3012 1.3939
H 3.5740 -2.3094 -0.0717
H 3.7896 1.0943 0.3483
*
```

=====

Record 3
DFT (ωB97M-V/def2-TZVPD) results for C8H13NO3S in the gas phase.

Computed properties:
Lowest unoccupied orbital energy, eV: 0.234
Molecular weight, u: 203.26
Gap between HOMO and LUMO, eV: 9.232
ΔE to the lowest compared entry with this formula, charge and spin, kJ/mol: 356.3
Energy, Eh: -991.18721

```
! wB97M-V def2-TZVPD RIJCOSX def2/J DEFGRID3
* xyz 0 1
C 3.1352 -0.1658 -1.3837
C 1.8070 0.1871 -0.7637
C 1.7065 0.8879 0.3796
C 0.4868 1.3604 1.1210
C -0.6747 0.4364 0.8450
C -0.4779 -0.7501 1.7854
N -1.8806 1.1065 0.9807
C -0.4954 -0.3204 -0.8683
S -2.0882 -0.8173 -1.3612
O -2.0277 -1.6882 -2.4963
O -3.0229 0.3049 -1.4185
O -2.4919 -1.7622 -0.0614
C 0.6723 -0.3859 -1.4661
H 3.3151 0.4312 -2.3528
H 3.1339 -1.1970 -1.5301
H 3.9235 0.1472 -0.5513
H 2.6462 1.3470 0.8335
H 0.6259 1.4691 2.1734
H 0.3478 2.2898 0.6129
H -0.9393 -0.4769 2.7854
H 0.5422 -0.9722 1.9466
H -1.0521 -1.6915 1.3495
H -2.1126 1.7987 0.3777
H -2.7249 0.5868 1.1665
H -3.1818 -1.2220 0.3362
H 0.8273 -0.9034 -2.4400
*
```

=====

Record 4
DFT (ωB97M-V/def2-TZVPD) results for a 2-piece molecular cluster, C8H13NSi overall.

Computed properties:
Lowest unoccupied orbital energy (alpha / beta), eV: 0.330 / 0.419
Molecular weight, u: 151.29
Gap between HOMO and LUMO (alpha / beta), eV: 8.602 / 6.272
ΔE to the lowest compared entry with this formula, charge and spin, kJ/mol: 436.7
Energy, Eh: -656.73500

```
! wB97M-V def2-TZVPD RIJCOSX def2/J DEFGRID3
* xyz 0 1
C -3.3345 -0.5853 -0.1061
C -2.7080 -0.8751 1.1353
C -2.5981 -0.3403 -1.2811
C -1.3457 -0.7367 1.2285
C -1.2687 -0.2288 -1.1410
C -0.5888 -0.4532 0.0728
C 1.4084 3.0908 0.8370
C 2.4120 -0.2453 -1.4489
N 2.1356 -1.4418 1.1642
Si 1.3006 -0.3725 0.1034
H -4.3430 -0.5579 -0.2483
H -3.1947 -1.1090 2.0990
H -2.9402 -0.0112 -2.2948
H -0.9772 -0.8406 2.1706
H -0.7907 0.0384 -2.0891
H 0.4114 2.7357 0.7212
H 1.9337 2.4010 1.4111
H 1.6404 3.9736 0.3128
H 2.2055 -0.9220 -2.1605
H 2.3586 0.7323 -1.9513
H 3.3608 -0.5313 -1.2550
H 1.8160 -2.3129 1.4934
H 3.1064 -1.4078 1.2266
*
```

=====

Record 5
DFT (ωB97M-V/def2-TZVPD) results for C8H13NSi in the gas phase.

Computed properties:
Lowest unoccupied orbital energy, eV: 0.934
Molecular weight, u: 151.29
Gap between HOMO and LUMO, eV: 9.842
ΔE to the lowest compared entry with this formula, charge and spin, kJ/mol: 0.0
Energy, Eh: -656.90133

```
! wB97M-V def2-TZVPD RIJCOSX def2/J DEFGRID3
* xyz 0 1
C -0.1869 2.4506 1.0743
N 1.0611 1.8252 0.7029
Si 1.2381 0.7324 -0.6166
C 3.0859 -0.1720 -0.2777
C -0.2256 -0.4505 -0.4523
C -1.3153 -0.3621 -1.3131
C -2.4330 -1.1599 -1.1432
C -2.4785 -2.0726 -0.1039
C -1.4002 -2.1826 0.7591
C -0.2896 -1.3773 0.5840
H -1.0103 1.8096 0.7654
H -0.2362 2.5787 2.1571
H -0.3195 3.4315 0.6037
H 1.8518 2.3827 0.9857
H 1.2361 1.3194 -1.9705
H 3.0325 -0.8311 0.5773
H 3.3617 -0.7406 -1.1546
H 3.8287 0.5933 -0.0991
H -1.2907 0.3483 -2.1267
H -3.2700 -1.0668 -1.8202
H -3.3507 -2.6951 0.0336
H -1.4333 -2.8969 1.5693
H 0.5439 -1.4641 1.2654
*
```

=====

Question: Which of these has the highest ΔE to the lowest compared entry with this formula, charge and spin?
Answer: number 4

=====

Question: energy of number 2 (C8H13NO3S)?
Answer: -991.29059 Eh

=====

Question: Which value of molecular weight does entry 3 give?
Answer: 203.26 u

=====

Question: Among the records above, which one has the highest ΔE to the lowest compared entry with this formula, charge and spin?
Answer: number 4